# 1
DFT (the ωB97M-V functional and the def2-TZVPD basis) results for the ion C4H4NO2S with charge -1 at a distorted geometry.

Calculated values
Kohn-Sham gap (spin up / spin down): 4.51 / 4.24 eV
HOMO level (spin up / spin down): -2.376 / -2.209 eV
M: 130.15 g mol⁻¹
Relative energy (zero: lowest compared OMol25 entry of this formula, charge and spin): 6.1522 eV
E_LUMO (spin up / spin down): 2.1386 / 2.0353 eV

ORCA input file:
```
! RIJCOSX wB97M-V def2-TZVPD def2/J DEFGRID3
* xyz -1 1
C -1.396 -1.048 0.401
C -0.506 -0.060 0.293
C 0.653 0.032 1.258
C -0.615 1.090 -0.679
N 1.958 -1.684 0.105
O 0.639 0.793 2.206
O 1.708 -0.783 1.158
S 1.682 -1.093 -1.375
H -2.172 -1.117 -0.343
H -1.465 1.647 -0.643
H -0.766 0.671 -1.614
H 0.281 1.552 -0.768
*
```

# 2
DFT (the ωB97M-V functional and the def2-TZVPD basis) results for an isolated molecule of C9H13NO2 at a distorted geometry.

Calculated values
Kohn-Sham gap (spin up / spin down): 8.17 / 7.62 eV
HOMO level (spin up / spin down): -7.452 / -9.510 eV
M: 167.21 g mol⁻¹
Relative energy (zero: lowest compared OMol25 entry of this formula, charge and spin): 0.0000 eV
E_LUMO (spin up / spin down): 0.7194 / -1.8936 eV

ORCA input file:
```
! RIJCOSX wB97M-V def2-TZVPD def2/J DEFGRID3
* xyz 0 3
C -1.440 0.877 -1.344
C -1.938 1.543 -0.241
C -0.511 -0.182 -1.265
C -1.828 1.329 1.093
C -3.175 2.417 -0.503
C 1.677 -0.486 1.674
C 1.115 -2.462 0.284
C 2.317 -0.457 -0.720
C 1.225 -0.960 0.241
N -0.047 -0.434 -0.055
O -0.137 -0.766 -2.295
O -1.672 1.435 2.236
H -1.642 1.104 -2.304
H -3.120 2.925 -1.440
H -3.367 3.096 0.354
H -3.989 1.736 -0.558
H 1.061 -0.841 2.560
H 2.616 -0.949 2.113
H 1.777 0.529 1.828
H 0.987 -2.922 1.343
H 2.156 -2.789 0.099
H 0.480 -2.891 -0.460
H 3.270 -0.897 -0.368
H 1.976 -0.543 -1.727
H 2.210 0.587 -0.545
*
```

# 3
DFT (the ωB97M-V functional and the def2-TZVPD basis) results for a cluster of 12 separate species, C72H103N5O38 in total at a distorted geometry.

Calculated values
Kohn-Sham gap: 5.75 eV
HOMO level: -7.977 eV
M: 1646.61 g mol⁻¹
SMILES: O=C1C=C(O)C(=O)C=C1O.O=C1C=C(O)C(=O)C=C1O.O=C1C=C(O)C(=O)C=C1O.O=C1C=C(O)C(=O)C=C1O.O=C1C=C(O)C(=O)C=C1O.O=C1C=C(O)C(=O)C=C1O.O=C1C=C(O)C(=O)C=C1O.COCCNCCOC.COCCNCCOC.COCCNCCOC.COCCNCCOC.COCCNCCOC
E_LUMO: -2.2231 eV

ORCA input file:
```
! RIJCOSX wB97M-V def2-TZVPD def2/J DEFGRID3
* xyz 0 1
O 6.352 -3.261 6.759
C 5.807 -2.508 5.948
C 4.575 -2.877 5.196
C 3.955 -2.136 4.238
O 2.826 -2.576 3.649
C 4.455 -0.813 3.833
O 3.925 -0.057 2.966
C 5.621 -0.387 4.647
C 6.235 -1.155 5.575
O 7.307 -0.726 6.362
H 4.192 -3.831 5.528
H 2.645 -2.084 2.845
H 6.170 0.505 4.386
H 7.736 -1.499 6.735
O 6.119 4.542 -2.399
C 5.716 3.421 -1.927
C 5.698 3.133 -0.527
C 5.551 1.899 -0.043
O 5.594 1.686 1.290
C 5.189 0.700 -0.867
O 5.116 -0.495 -0.573
C 5.062 1.008 -2.313
C 5.196 2.279 -2.767
O 4.998 2.621 -4.022
H 5.887 3.912 0.197
H 5.324 0.774 1.420
H 4.739 0.319 -3.079
H 5.356 3.466 -4.303
O 3.111 -4.085 -1.197
C 2.410 -3.288 -1.824
C 3.092 -2.496 -2.904
C 2.372 -1.599 -3.727
O 2.922 -0.781 -4.671
C 0.846 -1.447 -3.619
O 0.187 -0.735 -4.359
C 0.244 -2.104 -2.437
C 0.949 -2.891 -1.674
O 0.345 -3.519 -0.629
H 4.157 -2.580 -3.064
H 2.246 -0.148 -4.924
H -0.724 -1.925 -1.992
H 1.043 -4.078 -0.279
O -5.543 -0.343 1.689
C -5.299 -0.672 2.822
C -5.745 -1.830 3.527
C -5.484 -1.994 4.894
O -6.069 -3.108 5.558
C -4.663 -1.063 5.768
O -4.392 -1.112 6.951
C -4.099 -0.048 4.940
C -4.349 0.111 3.651
O -3.826 1.196 3.078
H -6.232 -2.630 2.989
H -5.926 -2.987 6.500
H -3.535 0.740 5.418
H -4.188 1.301 2.195
O 1.995 2.909 2.324
C 2.030 3.088 3.535
C 0.769 3.223 4.376
C 0.728 3.372 5.711
O -0.540 3.485 6.240
C 1.874 3.260 6.559
O 1.896 3.143 7.771
C 3.103 3.414 5.813
C 3.119 3.161 4.475
O 4.299 3.131 3.834
H -0.147 3.286 3.808
H -0.546 3.740 7.166
H 4.064 3.587 6.275
H 4.184 3.190 2.883
O -0.768 0.944 7.531
C -0.455 -0.235 7.254
C -0.522 -0.679 5.869
C -0.384 -1.914 5.368
O -0.631 -2.243 4.072
C -0.021 -3.064 6.191
O 0.249 -4.195 5.826
C -0.003 -2.708 7.634
C -0.230 -1.443 8.161
O -0.012 -1.202 9.499
H -0.792 0.076 5.146
H -0.410 -3.167 3.936
H 0.317 -3.390 8.408
H -0.012 -0.253 9.645
O -0.856 2.385 -1.390
C -0.352 1.520 -0.695
C -1.176 0.500 -0.040
C -0.689 -0.458 0.736
O -1.493 -1.257 1.433
C 0.732 -0.782 0.997
O 1.108 -1.741 1.669
C 1.583 0.262 0.389
C 1.102 1.291 -0.336
O 1.935 2.285 -0.659
H -2.252 0.581 -0.095
H -0.916 -1.621 2.109
H 2.633 0.315 0.638
H 1.394 3.078 -0.648
C 1.125 7.421 -4.418
O 1.463 6.376 -3.534
C 2.592 6.637 -2.681
C 2.900 5.409 -1.715
N 1.569 5.111 -1.121
C 1.278 5.892 0.101
C -0.229 5.983 0.530
O -0.922 6.799 -0.330
C -1.819 6.139 -1.219
H 1.317 8.419 -4.024
H 0.099 7.294 -4.765
H 1.823 7.402 -5.255
H 2.393 7.575 -2.163
H 3.426 6.761 -3.371
H 3.574 5.515 -0.865
H 3.090 4.536 -2.340
H 0.846 5.398 -1.765
H 1.566 6.919 -0.122
H 1.838 5.617 0.995
H -0.333 6.446 1.511
H -0.648 4.985 0.657
H -2.455 6.838 -1.761
H -2.529 5.639 -0.559
H -1.301 5.474 -1.909
C 1.717 2.100 -3.790
O 2.028 1.864 -5.180
C 1.643 2.866 -6.102
C 2.254 2.641 -7.553
N 3.706 2.352 -7.505
C 4.294 2.031 -8.810
C 5.821 1.936 -8.738
O 6.335 1.819 -10.032
C 7.728 1.856 -10.034
H 1.855 1.229 -3.150
H 0.641 2.252 -3.712
H 2.265 2.903 -3.297
H 1.857 3.881 -5.768
H 0.560 2.911 -6.217
H 2.130 3.586 -8.083
H 1.844 1.703 -7.926
H 3.845 1.612 -6.831
H 4.028 2.796 -9.539
H 3.809 1.127 -9.178
H 6.200 1.162 -8.070
H 6.179 2.854 -8.272
H 8.202 0.880 -9.935
H 8.384 2.448 -9.397
H 8.122 2.228 -10.980
C -4.634 -2.609 0.099
O -4.938 -3.897 -0.425
C -5.200 -3.887 -1.848
C -6.678 -3.544 -2.023
N -7.374 -4.832 -1.824
C -8.825 -5.018 -2.178
C -9.199 -6.539 -2.456
O -8.857 -7.268 -1.289
C -9.872 -7.241 -0.293
H -3.694 -2.371 -0.400
H -4.483 -2.693 1.175
H -5.310 -1.865 -0.322
H -4.984 -4.834 -2.343
H -4.630 -3.183 -2.453
H -6.863 -3.397 -3.087
H -7.021 -2.657 -1.492
H -7.041 -5.533 -1.178
H -8.843 -4.504 -3.139
H -9.490 -4.683 -1.382
H -8.560 -6.907 -3.258
H -10.250 -6.672 -2.713
H -10.137 -6.260 0.101
H -9.434 -7.558 0.653
H -10.745 -7.750 -0.701
C -2.475 3.968 -3.744
O -3.396 3.070 -4.378
C -3.057 1.756 -4.049
C -3.662 1.304 -2.806
N -5.094 1.269 -2.836
C -5.665 1.176 -1.504
C -5.486 2.389 -0.506
O -4.372 2.131 0.387
C -3.544 3.219 0.529
H -2.561 4.930 -4.250
H -1.464 3.566 -3.815
H -2.878 4.083 -2.738
H -1.987 1.545 -4.071
H -3.510 1.149 -4.833
H -3.287 2.031 -2.085
H -3.206 0.360 -2.506
H -5.329 2.176 -3.214
H -5.321 0.233 -1.081
H -6.715 0.910 -1.620
H -6.340 2.418 0.171
H -5.440 3.317 -1.076
H -4.162 4.110 0.640
H -2.896 3.380 -0.332
H -2.863 3.126 1.376
C 5.101 -6.103 3.625
O 3.870 -6.444 3.002
C 3.685 -5.892 1.698
C 2.310 -6.394 1.178
N 1.173 -5.568 1.681
C -0.123 -6.250 1.662
C -1.354 -5.274 2.017
O -1.276 -4.853 3.348
C -2.552 -4.351 3.751
H 5.933 -6.563 3.093
H 5.027 -6.668 4.555
H 5.381 -5.064 3.801
H 4.481 -6.196 1.019
H 3.649 -4.803 1.670
H 2.192 -7.464 1.351
H 2.415 -6.346 0.094
H 1.429 -5.194 2.583
H -0.042 -6.966 2.480
H -0.197 -6.765 0.704
H -2.287 -5.832 1.940
H -1.422 -4.460 1.295
H -2.548 -4.417 4.839
H -3.419 -4.971 3.521
H -2.866 -3.321 3.584
*
```

# 4
DFT (the ωB97M-V functional and the def2-TZVPD basis) results for a structure of composition C5H10N4O2 at a distorted geometry.

Calculated values
Kohn-Sham gap: 9.80 eV
HOMO level: -9.394 eV
M: 158.16 g mol⁻¹
Relative energy (zero: lowest compared OMol25 entry of this formula, charge and spin): 11.3295 eV
E_LUMO: 0.4062 eV

ORCA input file:
```
! RIJCOSX wB97M-V def2-TZVPD def2/J DEFGRID3
* xyz 0 1
C 0.115 1.951 0.768
C -0.575 0.890 -0.152
C 0.507 0.271 -1.143
C 0.554 -1.689 -0.157
C -0.462 -1.183 1.091
H -0.512 2.025 1.996
H -0.232 3.014 -0.148
H 1.651 1.975 0.949
H -1.483 1.263 -0.866
H 0.940 1.106 -1.497
H 0.442 -0.206 -2.166
H 1.056 -2.770 0.155
H -0.297 -1.805 -1.073
H 0.315 -0.571 1.779
H -1.105 -2.063 1.442
N 1.476 -0.587 -0.507
N -1.322 -0.197 0.360
N -2.626 -0.425 0.146
N 2.522 -0.404 0.192
O -3.259 0.344 -0.557
O 3.015 0.640 0.015
*
```